(1)
The following is a quantum chemistry calculation of C3H3N3O in the gas phase in a non-equilibrium geometry, from the OMol25 dataset.

Element x y z (Å)
1 C -1.563 0.672 -1.067
2 C -0.102 -1.103 -1.044
3 C 0.917 0.246 1.104
4 N -2.254 1.399 -1.617
5 N 0.174 -2.058 -1.585
6 N -0.682 -0.068 -0.491
7 O -0.427 0.096 1.045
8 H 1.363 -0.658 1.607
9 H 1.151 1.001 1.908
10 H 1.424 0.474 0.140

Relative energy (zero: lowest compared OMol25 entry of this formula, charge and spin), kcal/mol: 116.7
HOMO level, Ha: -0.3950
HOMO-LUMO gap, eV: 9.71
SMILES: CON(C#N)C#N
LUMO, eV: -1.04
Energy, hartree: -355.45391

=====

(2)
The following is a quantum chemistry calculation of C3H3N3O in the gas phase in a non-equilibrium geometry, from the OMol25 dataset.

Element x y z (Å)
1 O 1.901 -0.465 0.206
2 C 0.612 -0.129 0.101
3 C 0.258 1.216 0.041
4 N -0.997 1.592 -0.188
5 N -1.976 0.723 -0.327
6 C -1.781 -0.601 -0.177
7 N -0.439 -0.972 0.037
8 H 2.022 -1.420 0.287
9 H 0.986 2.017 0.136
10 H -0.587 -1.962 -0.116

Relative energy (zero: lowest compared OMol25 entry of this formula, charge and spin), kcal/mol: 94.9
HOMO level, Ha: -0.3151
HOMO-LUMO gap, eV: 8.31
LUMO, eV: -0.26
Energy, hartree: -355.48873

=====

(3)
The following is a quantum chemistry calculation of C3H3N3O in the gas phase in a non-equilibrium geometry, from the OMol25 dataset.

Element x y z (Å)
1 O 0.358 1.162 -1.253
2 C -0.704 0.783 1.056
3 N -1.460 -0.167 0.500
4 N -0.743 -1.264 -0.026
5 C 0.466 -0.995 -0.333
6 C 1.023 0.398 -0.591
7 N 0.233 1.275 1.543
8 H -2.327 0.030 0.021
9 H 1.092 -1.835 -0.625
10 H 2.063 0.614 -0.292

Relative energy (zero: lowest compared OMol25 entry of this formula, charge and spin), kcal/mol: 79.5
HOMO level, Ha: -0.3647
HOMO-LUMO gap, eV: 9.60
SMILES: N#CN/N=C\C=O
LUMO, eV: -0.32
Energy, hartree: -355.51326

=====

(4)
The following is a quantum chemistry calculation of C3H3N3O in the gas phase in a non-equilibrium geometry, from the OMol25 dataset.

Element x y z (Å)
1 C -0.873 -0.179 -0.070
2 C -0.040 0.930 -0.166
3 C 1.292 0.711 -0.005
4 H -2.310 -1.106 0.181
5 H -0.482 1.966 -0.023
6 H 2.093 1.399 0.176
7 N 1.775 -0.564 0.045
8 N 0.980 -1.578 -0.122
9 N -0.321 -1.375 -0.027
10 O -2.115 -0.204 0.010

Relative energy (zero: lowest compared OMol25 entry of this formula, charge and spin), kcal/mol: 57.3
HOMO level, Ha: -0.3595
HOMO-LUMO gap, eV: 9.88
SMILES: Oc1ccnnn1
LUMO, eV: 0.10
Energy, hartree: -355.54864